Density functional theory data (ωB97M-V with the def2-TZVPD basis set) for a molecular structure, C23H28FN3O3S in a non-equilibrium geometry.

```
! RIJCOSX wB97M-V def2-TZVPD def2/J DEFGRID3
* xyz 0 1
C 4.82256 0.48106 -1.15905
C 3.69100 1.03371 -0.61777
C 3.09868 0.59908 0.49429
C 1.85777 1.04578 1.03916
C 1.21986 1.99371 0.31105
C 1.73061 2.63530 -0.61754
C 2.85111 2.04223 -1.01753
H 3.38135 2.63745 -2.17483
H 1.30596 3.62735 -1.22283
C 0.02758 2.73263 1.10094
O -0.03781 3.39082 2.27117
N -1.23348 2.95056 0.24116
C -1.25237 2.06100 -1.07639
H -0.66800 1.40693 -0.96118
C -2.77206 1.91725 -1.32971
N -3.43211 1.31901 0.09369
C -3.47932 -0.17061 0.18474
C -3.03282 -0.99594 -0.69113
C -3.10281 -2.18995 -0.66805
C -3.96226 -2.69320 0.60166
C -4.50672 -1.85351 1.30879
C -4.37551 -0.40126 1.37375
H -4.70686 0.30445 1.97619
H -5.09477 -2.16493 2.41120
F -4.13142 -3.89861 0.41244
H -2.72042 -2.98676 -1.31645
H -2.39518 -0.81100 -1.61937
C -3.32326 2.39629 1.09082
H -4.43814 2.62572 1.39930
C -2.31302 3.33231 0.99962
H -2.07413 3.91389 1.84548
H -2.78304 4.13640 0.16261
H -3.04339 1.70204 2.02984
H -3.32111 2.73193 -1.45577
H -2.91062 1.20652 -2.05515
H -0.86887 3.11571 -1.71526
H 1.43318 0.67410 1.80934
S 3.50639 -0.94454 1.67830
O 4.88051 -1.15877 1.16789
O 2.96775 -0.69813 2.86669
N 2.75801 -2.33085 0.94428
C 2.85384 -2.61976 -0.31266
C 1.92331 -2.16689 -1.55939
C 0.53818 -2.60829 -1.16244
C 0.19336 -1.85921 0.13508
C 1.47228 -2.54720 1.18902
H 1.25282 -3.67428 1.34126
H 1.34164 -2.17590 2.22465
H 0.39054 -0.73801 0.08802
H -0.83890 -2.12957 0.57443
H 0.48703 -3.50340 -1.23419
H -0.09115 -2.00488 -1.96356
H 2.31732 -0.97730 -1.74133
H 2.32111 -2.62503 -2.47167
H 3.06079 -3.85586 -0.45415
H 4.06336 -2.29276 -0.53850
H 5.30897 -0.17273 -0.59730
H 4.42540 -0.14796 -2.03573
H 5.42727 1.38382 -1.59793
*
```

Values from the calculation:
- F_max: 19.59 eV/A
- Kohn-Sham gap: 7.843 eV
- Relative energy (zero: lowest compared OMol25 entry of this formula, charge and spin): 2462.0 kJ/mol

Results of the natural (NBO) charge analysis, in e, for atoms 1 through 8:
1. C -0.621
2. C -0.088
3. C -0.178
4. C -0.226
5. C -0.066
6. C -0.244
7. C -0.085
8. H 0.153